ORCA calculation (ωB97M-V with the def2-TZVPD basis set) on C33H37FN6Tl as an isolated structure.

XYZ file:
```
78
Properties=species:S:1:pos:R:3:lowdin_charge:R:1
Tl -0.27579 2.11675 0.98908 1.061
F 5.13254 4.34315 -1.73709 0.066
N -1.10250 0.28947 3.14778 -0.106
N -3.30216 1.19211 1.54685 -0.094
N 1.40637 0.52429 2.19529 -0.015
N 1.05287 0.13756 -0.38768 0.112
N -2.02599 -0.59879 -0.59263 0.024
N -0.29297 -2.31994 0.90736 0.115
C -0.74273 0.61091 -3.44808 -0.021
C -0.01591 -0.09364 4.04093 -0.194
C 3.74486 -0.21501 2.25822 0.003
C 0.76587 -0.17701 -1.63673 -0.181
C 1.27663 0.62740 3.63425 -0.192
C 2.29108 -0.06732 0.09694 -0.203
C 1.74055 -0.67688 -2.50614 0.026
C -0.67770 -0.03954 -2.10242 -0.215
C 2.44435 0.12670 1.58231 -0.266
C 3.02333 -0.83641 -2.03868 -0.005
C 4.00748 3.98159 -1.08882 -0.276
C -1.62214 0.59560 -1.11978 -0.250
C -0.59736 -3.53250 -2.59041 -0.036
C 1.75021 3.22953 0.22077 -0.262
C -1.50398 -1.37718 -1.75490 -0.267
C 0.05877 -4.74524 -2.50633 -0.076
C -0.20546 -3.08049 -0.27130 -0.238
C -0.76134 -2.67563 -1.49635 -0.092
C 2.86373 3.74185 -1.82697 0.005
C -2.46455 0.10784 3.63764 -0.201
C 2.88828 3.47788 0.95741 -0.122
C -1.22594 1.86638 -3.55283 -0.075
C 4.04664 3.86422 0.28844 -0.001
C -3.07526 -0.99577 0.32518 -0.116
C 0.43250 -4.32122 -0.18742 -0.032
C -1.85581 2.54820 -2.46109 -0.074
C 0.56794 -5.14888 -1.28161 -0.074
C -2.63506 -1.54795 -2.77229 0.005
C -2.15533 1.87398 -1.28370 -0.140
C 3.30962 -0.53512 -0.70748 0.020
C -3.98347 0.13773 0.78929 -0.175
C 1.70561 3.35832 -1.15537 -0.129
C -3.39863 1.13255 3.00703 -0.206
H 4.30817 -0.68309 -0.32877 0.108
H -2.85224 2.29827 -0.57790 0.075
H -2.48565 0.24475 4.72018 0.123
H 0.16080 -1.17814 4.03616 0.122
H 0.83381 -4.62892 0.77110 0.112
H -2.83024 -0.90908 3.44558 0.119
H 1.07273 -6.09985 -1.18026 0.110
H 3.80118 -1.21150 -2.68858 0.121
H -0.32759 0.10692 -4.31005 0.115
H 0.15699 -5.37061 -3.38145 0.107
H -2.61906 -1.50433 1.17658 0.096
H -0.27237 0.18323 5.06414 0.123
H 3.66204 -1.17759 2.76751 0.104
H 1.48843 -0.94115 -3.52193 0.122
H -3.27421 -2.38920 -2.50515 0.100
H 1.17035 1.68857 3.88137 0.122
H -4.78828 -0.31906 1.38014 0.126
H 0.31898 -2.68838 1.62227 0.089
H 3.98791 0.53662 3.00715 0.091
H 2.90180 3.38567 2.03600 0.101
H 2.12492 0.22894 4.19460 0.113
H -2.22316 3.55289 -2.60919 0.108
H -3.67073 2.08778 1.25585 0.095
H 4.96433 4.07681 0.81991 0.123
H -3.11097 2.11787 3.37965 0.120
H -3.69915 -1.74004 -0.18171 0.135
H 2.88430 3.85375 -2.90240 0.124
H -0.08037 -1.34230 0.74229 0.044
H -1.00392 -3.24551 -3.54932 0.106
H -1.01663 -0.25673 2.30164 0.043
H -2.25554 -1.71579 -3.77797 0.084
H 0.80447 3.15603 -1.72089 0.081
H -4.45859 0.59091 -0.08295 0.124
H -4.42600 0.93427 3.34120 0.121
H -1.18086 2.37232 -4.50798 0.113
H -3.23208 -0.63625 -2.80183 0.105
H 4.57726 -0.27752 1.56636 0.069
```

Summary:
Strongest force on any atom = 0.0120 Eh/bohr
Gap between HOMO and LUMO (alpha / beta) = 0.1958 / 0.2546 Eh
Lowest unoccupied orbital energy (alpha / beta) = -3.779 / -3.096 eV
DFT total energy = -51164.6140 eV
Molar mass = 741.1 g mol⁻¹
Charge = +1